# 1
The following is a quantum chemistry calculation of C37H40AuFN7SbSe as an isolated structure, from OMol25.

As for the highest occupied orbital energy (alpha / beta): -11.572 / -12.349 eV. As for the energy relative to the best compared isomer or geometry (same formula, charge and spin): 2.9 kcal per mole. Its electronic energy is -127728.87048 eV.

Structure (ORCA input):
```
! wB97M-V def2-TZVPD RIJCOSX def2/J DEFGRID3
* xyz 2 3
Au 0.872 -2.013 -1.771
C -1.152 -5.960 0.775
N 0.290 -5.749 0.799
C 1.138 -6.864 1.226
C 0.796 -4.588 0.308
N 0.109 -3.678 -0.298
N 2.164 -4.444 0.542
C 3.075 -3.473 0.137
N 4.335 -3.749 0.571
N 2.760 -2.429 -0.542
H -1.404 -6.710 1.518
H -1.506 -6.303 -0.201
H -1.678 -5.045 1.046
H 0.516 -7.746 1.333
H 1.611 -6.682 2.196
H 1.898 -7.100 0.478
H -0.837 -3.985 -0.479
H 2.563 -5.160 1.119
H 4.585 -4.634 0.975
H 5.094 -3.161 0.275
H 3.578 -1.871 -0.755
F -1.813 2.001 -6.357
C -1.411 0.905 -5.700
C -0.100 0.487 -5.836
C 0.301 -0.646 -5.155
C -0.592 -1.367 -4.344
C -0.154 -2.559 -3.627
C -1.909 -0.901 -4.238
C -2.325 0.237 -4.909
H 0.578 1.048 -6.467
H 1.324 -0.994 -5.250
H 0.687 -3.086 -4.083
H -0.948 -3.233 -3.308
H -2.621 -1.458 -3.637
H -3.344 0.597 -4.849
C 1.315 4.360 -4.565
C 2.347 3.582 -4.053
C 2.066 2.564 -3.151
C 0.749 2.323 -2.757
C -0.282 3.104 -3.272
C 0.004 4.122 -4.176
Sb 0.376 0.724 -1.429
C 1.419 1.494 0.271
C 1.488 2.864 0.533
C 2.067 3.331 1.710
C 2.597 2.433 2.632
C 2.576 1.071 2.361
C 1.999 0.607 1.182
C -1.591 1.284 -0.818
C -1.888 2.603 -0.457
C -3.169 2.953 -0.040
C -4.170 1.989 0.008
C -3.893 0.683 -0.376
C -2.611 0.334 -0.790
H 1.535 5.153 -5.269
H 3.370 3.770 -4.357
H 2.881 1.963 -2.759
H -1.311 2.918 -2.990
H -0.800 4.722 -4.584
H 1.102 3.578 -0.187
H 2.118 4.396 1.901
H 3.057 2.800 3.542
H 3.030 0.373 3.057
H 2.028 -0.457 0.955
H -1.125 3.373 -0.525
H -3.393 3.979 0.225
H -5.169 2.262 0.322
H -4.679 -0.062 -0.360
H -2.404 -0.688 -1.089
C -0.676 -0.944 5.327
N -0.830 0.204 4.432
C -0.923 0.174 3.083
Se -0.785 -1.272 1.930
N -1.082 1.436 2.660
C -1.088 2.300 3.720
C -1.210 3.691 3.794
C -1.174 4.233 5.053
C -1.022 3.431 6.213
C -0.901 2.066 6.144
C -0.933 1.511 4.861
H -0.483 -1.828 4.730
H -1.586 -1.081 5.906
H 0.163 -0.763 5.995
H -1.211 1.671 1.676
H -1.322 4.302 2.908
H -1.266 5.306 5.168
H -1.001 3.913 7.182
H -0.788 1.460 7.033
*
```

# 2
The following is a quantum chemistry calculation of C37H40BClCsF9N8O5S2 as an isolated structure in a non-equilibrium geometry, from OMol25.

As for the highest occupied orbital energy: -3.553 eV. As for the energy relative to the best compared isomer or geometry (same formula, charge and spin): 54.7 kcal per mole. Its electronic energy is -121050.86660 eV.

Structure (ORCA input):
```
! wB97M-V def2-TZVPD RIJCOSX def2/J DEFGRID3
* xyz -2 1
Cs -0.583 -0.039 -2.850
C 0.820 -3.205 3.035
C -0.618 -3.195 2.651
C -1.733 -3.574 3.416
C -2.804 -3.436 2.551
C -4.248 -3.698 2.829
N -2.322 -2.989 1.374
N -0.989 -2.830 1.432
B -3.136 -2.738 0.096
N -3.446 -1.249 -0.137
N -2.525 -0.255 -0.121
C -3.180 0.875 -0.335
C -2.428 2.155 -0.446
C -4.552 0.634 -0.473
C -4.678 -0.735 -0.351
C -5.936 -1.529 -0.478
N -2.524 -3.436 -1.130
N -1.309 -3.106 -1.636
C -1.088 -3.929 -2.648
C 0.185 -3.874 -3.423
C -2.177 -4.803 -2.824
C -3.071 -4.450 -1.835
C -4.399 -5.072 -1.544
H 0.946 -3.178 4.121
H 1.326 -4.098 2.661
H 1.321 -2.341 2.608
H -1.768 -3.909 4.441
H -4.358 -4.030 3.862
H -4.857 -2.801 2.691
H -4.659 -4.469 2.174
H -4.203 -3.261 0.277
H -1.440 2.043 0.008
H -2.288 2.443 -1.491
H -2.939 2.977 0.062
H -5.331 1.346 -0.689
H -6.776 -0.840 -0.579
H -5.919 -2.168 -1.364
H -6.118 -2.173 0.384
H 0.822 -3.068 -3.065
H 0.745 -4.809 -3.332
H 0.007 -3.701 -4.487
H -2.291 -5.580 -3.563
H -4.558 -5.908 -2.227
H -4.453 -5.451 -0.522
H -5.224 -4.368 -1.671
S 3.444 -0.738 0.360
C 3.728 0.584 1.510
N 4.045 0.542 2.871
C 4.374 1.907 3.312
C 3.530 3.024 2.650
N 3.553 3.006 1.184
C 4.553 3.850 0.528
C 5.973 3.515 0.903
C 6.572 2.355 0.416
C 7.832 1.981 0.854
C 8.513 2.762 1.777
C 7.933 3.928 2.255
C 6.670 4.299 1.818
C 3.542 1.676 0.760
S 3.180 0.991 -0.830
C 3.043 -0.174 3.702
C 1.677 0.462 3.787
C 0.787 0.378 2.711
C -0.451 0.996 2.774
C -0.811 1.715 3.907
C 0.061 1.798 4.982
C 1.297 1.167 4.921
H 5.435 2.067 3.108
H 4.232 1.958 4.394
H 3.892 3.996 2.991
H 2.489 2.924 2.959
H 4.333 4.891 0.784
H 4.396 3.745 -0.548
H 6.036 1.741 -0.299
H 8.284 1.071 0.478
H 9.495 2.462 2.121
H 8.460 4.547 2.971
H 6.209 5.204 2.197
H 3.489 -0.265 4.696
H 2.947 -1.181 3.301
H 1.039 -0.188 1.821
H -1.135 0.894 1.941
H -1.781 2.194 3.955
H -0.223 2.345 5.874
H 1.972 1.229 5.769
O 1.228 -1.138 -5.080
Cl 2.261 -0.511 -4.284
O 3.536 -0.640 -4.903
O 1.905 0.877 -4.111
O 2.267 -1.133 -2.978
F -4.349 1.963 -6.844
C -3.803 1.301 -5.782
F -3.037 0.342 -6.297
F -4.826 0.700 -5.153
C -3.001 2.214 -4.799
O -2.367 1.455 -3.916
C -3.985 3.194 -4.101
F -3.321 4.118 -3.384
F -4.783 3.885 -4.962
F -4.802 2.561 -3.258
C -1.951 3.041 -5.615
F -1.133 3.725 -4.813
F -1.196 2.242 -6.372
F -2.503 3.962 -6.462
*
```

# 3
The following is a quantum chemistry calculation of C37H40BrCoGeIN5S2Se as an isolated structure in a non-equilibrium geometry, from OMol25.

As for the highest occupied orbital energy (alpha / beta): -4.415 / -4.498 eV. As for the energy relative to the best compared isomer or geometry (same formula, charge and spin): 37.9 kcal per mole. Its electronic energy is -305773.68352 eV.

Structure (ORCA input):
```
! wB97M-V def2-TZVPD RIJCOSX def2/J DEFGRID3
* xyz -1 2
Co 0.111 -0.203 0.191
C 4.572 -2.134 2.174
C 5.470 -0.945 2.374
C 6.490 -0.988 3.321
C 7.382 0.061 3.485
C 7.271 1.187 2.682
C 6.249 1.266 1.753
C 5.342 0.219 1.603
N 4.317 0.331 0.640
C 2.966 0.208 0.899
N 2.640 0.254 2.204
C 1.373 0.238 2.826
C 0.201 0.016 2.111
C -0.991 0.023 2.839
C -1.019 0.237 4.207
C 0.170 0.450 4.890
C 1.378 0.456 4.213
C 2.665 0.698 4.963
N 2.115 0.075 -0.064
C 2.595 0.207 -1.401
C 2.602 1.482 -1.966
C 2.994 1.667 -3.280
C 3.392 0.575 -4.037
C 3.398 -0.688 -3.467
C 3.007 -0.899 -2.148
C 3.033 -2.285 -1.568
H 5.106 -3.052 2.417
H 4.223 -2.199 1.143
H 3.684 -2.088 2.809
H 6.595 -1.881 3.926
H 8.167 -0.005 4.227
H 7.969 2.007 2.790
H 6.137 2.147 1.132
H 4.549 0.659 -0.285
H 3.416 0.436 2.818
H -1.924 -0.157 2.316
H -1.961 0.233 4.741
H 0.164 0.614 5.962
H 2.456 0.876 6.016
H 3.197 1.576 4.582
H 3.343 -0.161 4.903
H 2.246 2.315 -1.371
H 2.962 2.657 -3.717
H 3.685 0.704 -5.071
H 3.699 -1.544 -4.061
H 2.597 -3.001 -2.265
H 2.473 -2.341 -0.639
H 4.061 -2.604 -1.371
S -0.474 -0.161 -2.068
C -0.627 1.541 -1.828
S -0.429 2.030 -0.188
C -0.888 2.430 -2.858
C -1.071 1.989 -4.196
N -1.235 1.641 -5.284
C -0.986 3.828 -2.619
N -1.066 4.966 -2.445
C -7.703 0.437 1.382
Ge -6.195 0.624 0.120
C -6.647 -0.266 -1.572
C -5.796 2.512 -0.228
C -4.582 -0.153 0.942
Se -3.079 -0.169 -0.327
C -3.429 -1.942 -1.038
H -8.617 0.858 0.959
H -7.487 0.955 2.317
H -7.883 -0.615 1.607
H -7.532 0.196 -2.013
H -6.852 -1.328 -1.426
H -5.821 -0.163 -2.276
H -6.615 3.005 -0.752
H -4.899 2.580 -0.845
H -5.607 3.046 0.704
H -4.726 -1.161 1.333
H -4.272 0.491 1.768
H -4.437 -1.985 -1.447
H -3.298 -2.681 -0.249
H -2.698 -2.112 -1.824
Br 2.180 -5.496 0.003
C 0.347 -5.996 0.184
C 0.023 -7.338 0.022
C -1.300 -7.732 0.158
C -2.282 -6.796 0.453
C -1.941 -5.459 0.609
C -0.623 -5.068 0.474
I -0.124 -2.680 0.759
H 0.796 -8.058 -0.211
H -1.560 -8.776 0.034
H -3.314 -7.108 0.558
H -2.702 -4.722 0.838
*
```

# 4
The following is a quantum chemistry calculation of C37H40N2O4PtSTe as an isolated structure, from OMol25.

As for the highest occupied orbital energy: -7.582 eV. As for the energy relative to the best compared isomer or geometry (same formula, charge and spin): 0.0 kcal per mole. Its electronic energy is -71563.34095 eV.

Structure (ORCA input):
```
! wB97M-V def2-TZVPD RIJCOSX def2/J DEFGRID3
* xyz 0 1
Pt -0.151 -1.151 0.515
C 2.524 0.397 5.206
C 2.324 1.467 4.156
C 2.740 2.845 4.664
O 3.076 1.128 2.994
C 2.350 1.550 1.845
C 0.976 2.015 2.417
O 0.981 1.456 3.730
C -0.410 1.739 1.787
O -0.696 0.397 1.647
C -0.665 2.557 0.517
C 0.243 3.433 -0.061
C -0.090 4.162 -1.195
C -1.343 4.025 -1.770
C -2.266 3.165 -1.190
C -1.928 2.450 -0.053
C -1.409 2.279 2.846
C -2.189 1.412 3.594
C -3.062 1.903 4.557
C -3.159 3.266 4.788
C -2.380 4.139 4.042
C -1.517 3.647 3.076
C 2.489 0.492 0.720
O 1.689 0.997 -0.297
C 2.158 -0.963 1.162
C 1.369 -1.320 2.273
C 1.443 -2.631 2.812
C 2.274 -3.564 2.268
C 2.989 -3.251 1.098
C 2.904 -2.008 0.540
C 3.976 0.553 0.303
C 4.312 1.189 -0.884
C 5.644 1.307 -1.272
C 6.650 0.799 -0.471
C 6.321 0.174 0.727
C 4.997 0.053 1.111
H 3.569 0.374 5.510
H 2.249 -0.576 4.807
H 1.904 0.619 6.074
H 3.783 2.815 4.977
H 2.115 3.128 5.510
H 2.641 3.601 3.887
H 2.843 2.431 1.417
H 1.043 3.106 2.512
H 1.235 3.550 0.351
H 0.638 4.834 -1.630
H -1.603 4.591 -2.655
H -3.255 3.056 -1.617
H -2.652 1.788 0.404
H -2.104 0.352 3.411
H -3.668 1.213 5.130
H -3.839 3.647 5.539
H -2.452 5.206 4.204
H -0.937 4.340 2.480
H 0.862 -0.559 2.844
H 0.874 -2.854 3.706
H 2.375 -4.542 2.719
H 3.625 -3.997 0.637
H 3.484 -1.783 -0.346
H 3.521 1.592 -1.498
H 5.888 1.803 -2.202
H 7.685 0.891 -0.771
H 7.101 -0.220 1.365
H 4.753 -0.427 2.049
C 0.621 -5.071 0.016
Te -0.219 -3.312 -0.833
C -2.124 -3.992 -0.181
H 0.130 -5.899 -0.491
H 0.415 -5.101 1.080
H 1.688 -5.117 -0.168
H -2.075 -4.160 0.892
H -2.371 -4.913 -0.702
H -2.844 -3.216 -0.413
C -2.518 -0.766 -4.121
N -1.152 -0.517 -3.713
C -0.083 -0.287 -4.553
C 0.982 -0.076 -3.738
N 0.594 -0.158 -2.422
C -0.692 -0.419 -2.435
S -1.773 -0.664 -1.077
H -2.518 -1.212 -5.113
H -3.098 0.157 -4.142
H -2.985 -1.454 -3.417
H -0.188 -0.289 -5.621
H 1.996 0.156 -4.012
H 1.416 0.415 -1.066
*
```

# 5
The following is a quantum chemistry calculation of an isolated ion of composition C37H40N3O and charge +1 in a non-equilibrium geometry, from OMol25.

As for the highest occupied orbital energy: -9.879 eV. As for the energy relative to the best compared isomer or geometry (same formula, charge and spin): 0.0 kcal per mole. As for the SMILES: CO[C@](c1ccccc1)(c1n(C)c2ccccc2[n+]1C)[C@H](c1ccc(C)cc1)c1c(C(C)(C)C)[nH]c2ccccc12. Its electronic energy is -45527.87759 eV.

Structure (ORCA input):
```
! wB97M-V def2-TZVPD RIJCOSX def2/J DEFGRID3
* xyz 1 1
C -0.864 -0.660 2.674
O -0.722 0.294 1.627
C 0.432 0.521 0.805
C 1.684 -0.307 1.179
C 2.546 -0.852 0.231
C 3.509 -1.817 0.582
C 3.746 -2.062 1.967
C 3.021 -1.331 2.948
C 2.018 -0.430 2.534
C 0.717 1.983 1.099
N 1.877 2.667 0.865
C 3.185 2.157 0.501
C 1.727 4.006 1.269
C 2.640 5.074 1.188
C 2.135 6.339 1.571
C 0.825 6.490 2.038
C -0.067 5.389 2.138
C 0.455 4.158 1.714
N -0.195 2.908 1.583
C -1.527 2.678 2.090
C -0.216 -0.316 -0.552
C -1.502 0.316 -0.936
C -2.563 -0.394 -1.507
C -3.789 0.204 -1.799
C -3.970 1.577 -1.566
C -5.287 2.254 -1.830
C -2.896 2.337 -1.084
C -1.673 1.709 -0.809
C -0.234 -1.781 -0.680
C 0.480 -2.692 -1.525
C 1.210 -2.592 -2.856
C 0.168 -2.342 -3.944
C 1.914 -3.918 -3.152
C 2.244 -1.487 -2.848
N 0.229 -3.959 -1.086
C -0.708 -3.993 -0.075
C -1.465 -5.078 0.369
C -2.624 -4.835 1.102
C -3.074 -3.517 1.280
C -2.327 -2.428 0.795
C -1.110 -2.644 0.140
H -1.945 -0.856 2.749
H -0.347 -1.595 2.411
H -0.502 -0.228 3.622
H 2.512 -0.502 -0.797
H 4.119 -2.316 -0.188
H 4.547 -2.783 2.248
H 3.258 -1.463 4.005
H 1.475 0.119 3.272
H 3.829 3.033 0.428
H 3.558 1.503 1.287
H 3.188 1.649 -0.459
H 3.647 4.917 0.818
H 2.792 7.203 1.475
H 0.469 7.488 2.311
H -1.092 5.489 2.484
H -1.879 3.641 2.460
H -2.200 2.325 1.302
H -1.482 1.951 2.914
H 0.684 0.201 -0.990
H -2.455 -1.465 -1.726
H -4.597 -0.377 -2.279
H -5.179 3.349 -1.797
H -5.694 1.959 -2.808
H -6.019 1.949 -1.068
H -2.952 3.440 -1.006
H -0.813 2.293 -0.497
H -0.405 -1.421 -3.787
H 0.686 -2.267 -4.909
H -0.537 -3.181 -4.011
H 2.611 -4.190 -2.345
H 1.192 -4.728 -3.320
H 2.494 -3.804 -4.075
H 2.977 -1.679 -2.057
H 2.802 -1.475 -3.796
H 1.791 -0.499 -2.724
H 0.578 -4.833 -1.514
H -1.104 -6.080 0.143
H -3.198 -5.660 1.525
H -4.020 -3.332 1.779
H -2.733 -1.404 0.881
*
```